# 1
A molecular structure, C13H25Cl3NOP2Sn at a distorted geometry, computed with ωB97M-V/def2-TZVPD.

Charge ... +3
2S+1 ... 1

Structure (XYZ):
```
46
C13H25Cl3NOP2Sn | the OMol25 dataset | ωB97M-V/def2-TZVPD
C 3.543 5.406 -0.786
C 2.651 4.215 -0.980
H 2.990 6.179 -0.237
H 3.868 5.805 -1.758
H 4.436 5.115 -0.215
O 1.505 4.097 -0.595
Cl 3.441 2.892 -1.858
Sn -0.047 0.280 0.166
P -1.160 0.625 -2.127
C -2.945 0.963 -2.054
C -0.323 2.095 -2.782
H -0.678 2.310 -3.800
H -1.132 -0.497 -4.279
H 0.765 1.944 -2.807
H 0.283 -0.934 -3.276
H -3.112 1.828 -1.397
H -0.514 2.969 -2.146
C -0.800 -0.755 -3.262
H -3.333 1.208 -3.054
H -1.295 -1.685 -2.951
H -3.512 0.110 -1.652
P 1.180 -0.462 2.316
C 0.156 -0.473 3.818
C 2.030 -2.060 2.097
H 3.096 0.867 1.621
H 3.117 0.546 3.381
H 2.024 1.784 2.702
C 2.475 0.797 2.525
H 2.641 -2.022 1.185
H 2.685 -2.259 2.957
H 0.766 -0.700 4.705
H -0.656 -1.211 3.746
H 1.315 -2.887 1.993
H -0.293 0.522 3.951
Cl 1.974 -0.438 -1.032
Cl -4.398 -3.725 -1.629
C -3.243 -3.412 -0.399
C -3.128 -4.262 0.700
C -2.164 -3.925 1.652
C -1.372 -2.788 1.467
N -1.457 -1.980 0.395
C -2.416 -2.286 -0.515
H -3.769 -5.135 0.791
H -2.013 -4.527 2.549
H -0.637 -2.513 2.238
H -2.546 -1.621 -1.364
```

=====

# 2
A single C15H9N3O molecule at a distorted geometry, computed with ωB97M-V/def2-TZVPD.

Charge ... 0
SMILES string ... O=C1c2ncccc2-c2cnn(-c3ccccc3)c21
2S+1 ... 1

Structure (XYZ):
```
28
C15H9N3O | the OMol25 dataset | ωB97M-V/def2-TZVPD
O 1.001 -2.093 1.066
C -0.062 -1.526 0.811
C -1.447 -2.100 0.996
N -1.955 -3.333 1.338
C -3.304 -3.462 1.422
C -4.205 -2.433 1.165
C -3.740 -1.183 0.746
C -2.344 -1.052 0.625
C -1.596 0.091 0.230
C -1.840 1.349 -0.358
N -0.630 1.829 -0.672
N 0.390 0.944 -0.273
C 1.746 1.254 -0.518
C 2.039 2.525 -1.036
C 3.330 2.939 -1.383
C 4.354 2.030 -1.234
C 4.089 0.726 -0.776
C 2.799 0.348 -0.399
C -0.282 -0.165 0.293
H -3.615 -4.411 1.814
H -5.269 -2.600 1.359
H -4.412 -0.390 0.531
H -2.781 1.808 -0.537
H 1.243 3.253 -1.193
H 3.558 3.934 -1.777
H 5.350 2.334 -1.502
H 4.925 0.039 -0.706
H 2.656 -0.653 -0.033
```

=====

# 3
A single C3H7N3O3S molecule at a distorted geometry, computed with ωB97M-V/def2-TZVPD.

Charge ... 0
SMILES string ... C[C@@H]1N=N[C@H](S(=O)(=O)O)N1
2S+1 ... 1

Structure (XYZ):
```
17
C3H7N3O3S | the OMol25 dataset | ωB97M-V/def2-TZVPD
C -1.858 0.981 0.399
C -1.552 -0.353 -0.335
N -1.261 -1.461 0.548
N -0.149 -1.875 0.625
C 0.622 -1.054 -0.462
S 1.635 0.192 0.446
O 1.624 1.528 -0.180
O 1.243 0.170 1.790
O 3.105 -0.450 0.189
N -0.343 -0.277 -1.185
H -1.263 1.227 1.296
H -2.903 0.947 0.761
H -1.711 1.822 -0.139
H -2.457 -0.532 -0.968
H 1.407 -1.545 -1.036
H 3.799 0.122 -0.197
H 0.062 0.557 -1.554
```

=====

# 4
A single C7H7NO molecule at a distorted geometry, computed with ωB97M-V/def2-TZVPD.

Charge ... 0
SMILES string ... CC(=O)c1ccccn1
2S+1 ... 1

Structure (XYZ):
```
16
C7H7NO | the OMol25 dataset | ωB97M-V/def2-TZVPD
C -2.484 0.227 0.884
C -1.875 -0.331 -0.364
O -2.365 -0.749 -1.328
C -0.285 -0.326 -0.387
C 0.388 0.959 -0.547
C 1.768 0.990 -0.370
C 2.471 -0.262 -0.154
C 1.676 -1.441 0.068
N 0.390 -1.470 -0.072
H -2.200 -0.421 1.585
H -3.491 0.122 0.643
H -2.144 1.380 1.072
H -0.130 1.748 -0.735
H 2.256 1.959 -0.695
H 3.680 -0.135 0.126
H 2.344 -2.249 0.273
```

=====

# 5
2 unconnected molecules or ions with the total composition C7H7Cl3N2OP at a distorted geometry, computed with ωB97M-V/def2-TZVPD.

Charge ... +1
2S+1 ... 1

Structure (XYZ):
```
21
C7H7Cl3N2OP | the OMol25 dataset | ωB97M-V/def2-TZVPD
C -1.604 1.170 -1.859
C -1.405 1.888 -0.691
C -1.033 -0.158 -1.965
C -0.737 1.347 0.396
C -0.280 -0.664 -0.917
C -0.065 0.145 0.201
C 1.070 -0.283 2.345
N 3.010 -1.253 3.095
N 0.943 -0.463 1.100
O 3.564 -3.768 3.655
P 2.571 -2.886 3.075
Cl 0.678 0.869 3.409
Cl 2.561 -3.134 1.024
Cl 0.711 -3.504 3.720
H -2.174 1.642 -2.614
H -1.718 2.859 -0.507
H -1.271 -0.627 -2.822
H -0.799 1.926 1.289
H -0.057 -1.718 -1.015
H 3.109 -1.166 4.182
H 1.540 -1.293 0.763
```

=====

# 6
A molecular structure, C28H29N2O2P2Pd, computed with ωB97M-V/def2-TZVPD.

Charge ... -1
2S+1 ... 1

Structure (XYZ):
```
64
C28H29N2O2P2Pd | the OMol25 dataset | ωB97M-V/def2-TZVPD
Pd -0.240 -0.226 -0.623
C -1.311 -0.736 3.006
C -0.538 0.518 2.581
P -1.529 1.671 1.505
C -1.990 2.964 2.730
C -2.376 2.629 4.030
C -2.850 3.594 4.908
C -2.950 4.918 4.506
C -2.578 5.264 3.214
C -2.112 4.296 2.336
C -0.173 2.522 0.636
C 0.853 3.180 1.311
C 1.933 3.691 0.618
C 2.002 3.563 -0.763
C 0.981 2.931 -1.448
C -0.107 2.409 -0.751
C -1.257 -1.904 2.017
P -1.680 -1.534 0.247
C -3.486 -1.169 0.361
C -4.318 -1.493 1.432
C -5.663 -1.151 1.419
C -6.203 -0.482 0.329
C -5.386 -0.147 -0.740
C -4.038 -0.478 -0.714
C -1.776 -3.291 -0.336
C -0.877 -3.691 -1.318
C -0.854 -5.001 -1.784
C -1.744 -5.932 -1.273
C -2.657 -5.544 -0.300
C -2.672 -4.238 0.164
H -2.354 -0.470 3.209
H -0.900 -1.099 3.955
H 0.353 0.253 2.006
H -0.207 1.067 3.468
H -2.309 1.602 4.368
H -3.139 3.306 5.913
H -3.312 5.674 5.192
H -2.650 6.294 2.885
H -1.820 4.583 1.332
H 0.817 3.261 2.392
H 2.746 4.161 1.158
H 2.874 3.922 -1.295
H 1.041 2.799 -2.520
H -0.894 1.881 -1.285
H -1.843 -2.743 2.409
H -0.223 -2.255 1.942
H -3.918 -2.007 2.299
H -6.289 -1.403 2.267
H -7.252 -0.211 0.320
H -5.792 0.391 -1.588
H -3.379 -0.182 -1.522
H -0.193 -2.947 -1.712
H -0.141 -5.289 -2.548
H -1.730 -6.954 -1.631
H -3.362 -6.265 0.098
H -3.400 -3.950 0.912
N 1.503 -0.488 -2.293
N 2.627 0.301 -1.952
C 2.909 0.439 -0.527
O 4.061 0.827 -0.295
O 1.969 0.170 0.253
H 1.704 -1.483 -2.246
H 1.199 -0.255 -3.228
H 3.480 0.028 -2.423
```

=====

# 7
A single C5H8O molecule, computed with ωB97M-V/def2-TZVPD.

Charge ... 0
2S+1 ... 1

Structure (XYZ):
```
14
C5H8O | the OMol25 dataset | ωB97M-V/def2-TZVPD
C -1.678 0.334 0.151
C -0.499 -0.549 -0.219
C 0.740 -0.013 -0.974
C 1.250 0.683 0.301
C 0.774 -0.739 0.644
O 1.466 -1.223 -0.561
H -1.389 1.329 0.503
H -2.320 0.468 -0.728
H -2.290 -0.133 0.931
H -0.832 -1.507 -0.632
H 0.834 0.303 -2.016
H 0.697 1.537 0.701
H 2.332 0.826 0.337
H 0.916 -1.318 1.560
```

=====

# 8
A molecular structure, C3H9NO2Si at a distorted geometry, computed with ωB97M-V/def2-TZVPD.

Charge ... 0
2S+1 ... 1

Structure (XYZ):
```
16
C3H9NO2Si | the OMol25 dataset | ωB97M-V/def2-TZVPD
C -2.068 0.680 0.413
C -1.918 -0.838 -0.100
C 3.004 -0.194 0.116
N -0.783 1.221 0.094
O -0.593 -1.268 -0.085
O 1.679 0.228 0.367
Si 0.346 -0.026 -0.471
H -2.846 0.913 -0.358
H -2.394 0.657 1.442
H -2.293 -1.494 0.655
H -2.291 -0.899 -1.153
H 3.695 0.540 0.748
H 3.225 -0.306 -0.977
H 3.176 -1.223 0.649
H -0.377 2.050 0.577
H 0.438 -0.040 -1.916
```

=====

# 9
3 unconnected molecules or ions with the total composition C23H40N4O5, computed with ωB97M-V/def2-TZVPD.

Charge ... 0
SMILES string ... N#COOC(=O)OCCC(=O)Nc1ccccc1.CCN(CC)CC.CCN(CC)CC
2S+1 ... 1

Structure (XYZ):
```
72
C23H40N4O5 | the OMol25 dataset | ωB97M-V/def2-TZVPD
N -0.959 2.527 7.182
C -1.182 3.100 6.209
O -1.500 3.784 5.154
O -1.702 2.897 4.010
C -2.896 2.182 4.271
O -3.912 2.753 4.483
O -2.755 0.872 4.285
C -1.712 0.261 3.495
C -1.400 -1.097 4.087
C -0.275 -1.042 5.080
O 0.153 -0.009 5.511
N 0.194 -2.325 5.550
C 1.431 -2.730 4.938
C 2.514 -3.067 5.733
C 3.699 -3.481 5.149
C 3.823 -3.550 3.773
C 2.739 -3.215 2.977
C 1.546 -2.816 3.556
H -0.820 0.880 3.489
H -2.075 0.157 2.476
H -2.279 -1.438 4.640
H -1.226 -1.848 3.322
H 0.400 -2.149 6.530
H 2.429 -3.005 6.810
H 4.545 -3.742 5.769
H 4.749 -3.865 3.316
H 2.804 -3.264 1.900
H 0.705 -2.586 2.918
C -1.570 -0.105 -1.562
C -2.061 0.897 -0.529
N -1.518 2.226 -0.725
C -1.723 3.117 0.406
C -3.163 3.500 0.768
C -1.742 2.804 -2.041
C -3.189 2.944 -2.530
H -0.479 -0.113 -1.602
H -1.912 -1.108 -1.302
H -1.948 0.118 -2.561
H -1.734 0.562 0.459
H -3.163 0.879 -0.513
H -1.142 4.025 0.230
H -1.261 2.642 1.279
H -3.590 4.199 0.051
H -3.188 3.983 1.747
H -3.814 2.625 0.819
H -1.193 2.201 -2.769
H -1.256 3.782 -2.056
H -3.768 2.036 -2.353
H -3.194 3.128 -3.606
H -3.710 3.775 -2.057
C 1.507 -3.462 -4.669
C 1.239 -2.027 -4.241
N 2.438 -1.211 -4.203
C 2.251 0.056 -3.519
C 1.280 1.073 -4.131
C 3.208 -1.165 -5.434
C 2.500 -0.682 -6.707
H 2.283 -3.911 -4.048
H 0.597 -4.054 -4.565
H 1.821 -3.528 -5.712
H 0.826 -2.037 -3.228
H 0.453 -1.605 -4.888
H 3.231 0.525 -3.399
H 1.909 -0.176 -2.505
H 1.692 1.559 -5.015
H 1.069 1.858 -3.402
H 0.328 0.613 -4.401
H 3.601 -2.168 -5.622
H 4.087 -0.543 -5.249
H 1.519 -1.144 -6.826
H 3.095 -0.951 -7.582
H 2.369 0.399 -6.724
```

=====

# 10
A molecular structure, C12H21EuN5O5S at a distorted geometry, computed with ωB97M-V/def2-TZVPD.

<S²> ... 12.009
Charge ... +1
2S+1 ... 7

Structure (XYZ):
```
45
C12H21EuN5O5S | the OMol25 dataset | ωB97M-V/def2-TZVPD
Eu -0.124 -0.595 0.541
C -0.895 -2.501 -2.175
C 0.033 -1.495 -2.870
N 0.328 -0.363 -1.974
C 1.666 0.225 -2.132
C 2.787 -0.747 -1.751
S 2.476 -1.743 -0.240
C 1.929 -3.352 -0.944
C 0.513 -3.762 -0.551
N -0.512 -2.725 -0.769
H -1.910 -2.100 -2.176
H -0.898 -3.437 -2.741
H 0.967 -1.975 -3.152
H -0.443 -1.161 -3.794
H -0.358 0.363 -2.154
H 1.844 0.567 -3.157
H 1.712 1.094 -1.471
H 3.022 -1.445 -2.552
H 3.691 -0.181 -1.539
H 2.064 -3.305 -2.022
H 2.622 -4.097 -0.558
H 0.264 -4.672 -1.109
H 0.504 -4.002 0.512
H -1.338 -3.050 -0.271
O 0.580 0.470 4.324
C 0.483 -0.055 3.248
O 1.167 0.178 2.161
C -0.611 -0.991 2.684
O -1.575 -0.350 2.165
O -0.246 -2.071 2.134
C -1.877 4.627 2.298
N -1.538 3.452 1.519
C -2.483 2.771 0.654
C -1.621 1.639 0.133
O -1.958 0.671 -0.559
N -0.364 1.783 0.593
C -0.381 2.792 1.500
N 0.666 3.048 2.264
H -2.547 5.252 1.710
H -0.978 5.202 2.514
H -2.373 4.363 3.233
H -2.853 3.407 -0.154
H -3.337 2.382 1.213
H 1.346 2.294 2.314
H 0.554 3.597 3.101
```

=====

# 11
2 unconnected molecules or ions with the total composition C3H3N3S at a distorted geometry, computed with ωB97M-V/def2-TZVPD.

Charge ... 0
SMILES string ... c1nncs1.C#N
2S+1 ... 1

Structure (XYZ):
```
10
C3H3N3S | the OMol25 dataset | ωB97M-V/def2-TZVPD
C -1.876 0.768 0.192
N -0.768 1.274 0.442
N 0.267 0.358 0.209
C -0.208 -0.741 -0.206
S -1.850 -0.902 -0.315
H -2.871 1.112 0.458
H 0.456 -1.427 -0.556
C 3.355 -0.450 0.257
N 3.069 -1.259 -0.487
H 3.592 0.380 0.803
```

=====

# 12
A single C9H9NO3 molecule at a distorted geometry, computed with ωB97M-V/def2-TZVPD.

Charge ... 0
SMILES string ... COCn1oc(=O)c2ccccc21
2S+1 ... 1

Structure (XYZ):
```
22
C9H9NO3 | the OMol25 dataset | ωB97M-V/def2-TZVPD
C 3.534 0.390 -0.270
O 2.920 -1.007 -0.147
C 1.809 -0.757 0.505
N 0.722 0.018 -0.412
O 1.062 1.363 -0.534
C -0.164 2.005 -0.052
O -0.336 3.200 0.332
C -1.232 1.024 -0.048
C -2.750 1.004 -0.156
C -3.406 -0.193 -0.236
C -2.595 -1.466 -0.099
C -1.181 -1.519 0.077
C -0.607 -0.161 -0.229
H 4.243 0.049 -1.239
H 2.630 1.121 -0.382
H 4.103 0.467 0.847
H 1.802 -0.151 1.332
H 1.292 -1.699 0.757
H -3.470 1.840 0.162
H -4.563 -0.377 -0.484
H -3.004 -2.468 0.099
H -0.811 -2.682 0.177
```

=====

# 13
13 unconnected molecules or ions with the total composition C5H37N2O13 at a distorted geometry, computed with ωB97M-V/def2-TZVPD.

Charge ... -1
2S+1 ... 1

Structure (XYZ):
```
57
C5H37N2O13 | the OMol25 dataset | ωB97M-V/def2-TZVPD
C -0.380 -0.755 -0.432
N 0.432 0.009 -1.360
C 1.756 -0.586 -1.654
C 2.869 -0.148 -0.734
O 2.113 0.403 0.369
C -1.878 -0.422 -0.920
N -2.432 0.465 0.047
C -1.717 1.690 0.256
H -0.175 -0.490 0.598
H -0.330 -1.862 -0.445
H 0.695 0.929 -1.038
H 1.995 -0.401 -2.910
H 1.580 -1.668 -1.911
H 3.487 -0.941 -0.263
H 3.310 0.656 -1.251
H -2.387 -1.343 -1.157
H -1.839 0.335 -1.821
H -2.489 0.125 1.137
H -2.530 2.478 0.348
H -0.876 1.791 -0.374
H -1.306 1.620 1.281
H -0.482 2.103 -2.742
H -0.724 2.654 -3.993
O -0.703 2.960 -3.065
H 1.644 1.769 0.549
H 2.179 3.205 0.178
O 1.417 2.773 0.501
H 0.410 0.358 2.868
H -0.114 -0.791 3.696
O 0.089 0.120 3.654
H 1.730 -0.745 1.236
H 2.427 -1.305 2.475
O 1.639 -1.506 2.018
H -2.802 -3.706 -1.947
H -3.121 -2.483 -2.594
O -3.401 -3.046 -1.856
H -0.844 -1.960 -2.487
H -0.398 -3.489 -2.421
O -1.018 -2.800 -2.740
H 1.130 2.528 3.692
H 1.296 3.117 2.234
O 1.511 3.230 3.147
H -4.764 0.442 -1.875
H -4.291 0.397 -0.522
O -4.875 0.965 -1.035
H -0.324 -4.836 -0.856
H 0.534 -3.754 -0.131
O 0.389 -4.207 -0.976
H -1.253 4.468 -1.232
H -0.886 4.224 0.110
O -1.418 4.823 -0.373
H 0.582 -3.741 2.729
H 1.929 -3.525 2.272
O 1.364 -4.324 2.505
H 3.911 1.550 2.049
H 3.481 0.248 1.313
O 4.110 0.616 2.013
```

=====

# 14
2 unconnected molecules or ions with the total composition C5H13NO at a distorted geometry, computed with ωB97M-V/def2-TZVPD.

Charge ... 0
SMILES string ... CN1CCCC1.O
2S+1 ... 1

Structure (XYZ):
```
20
C5H13NO | the OMol25 dataset | ωB97M-V/def2-TZVPD
C 2.406 -1.334 -1.186
N 1.272 -1.054 -0.279
C 0.068 -0.830 -1.029
C -0.850 -0.079 -0.033
C 0.109 0.895 0.654
C 1.436 0.025 0.716
H 3.315 -1.592 -0.660
H 2.483 -0.436 -1.807
H 2.112 -2.206 -1.773
H 0.249 -0.272 -1.964
H -0.406 -1.768 -1.387
H -0.904 -0.965 0.601
H -1.701 0.316 -0.584
H -0.146 1.044 1.700
H 0.245 1.795 0.045
H 2.310 0.538 0.287
H 1.723 -0.153 1.759
O -3.726 1.853 0.944
H -3.568 2.750 1.229
H -3.977 1.414 1.760
```

=====

# 15
A molecular structure, C8H13BN2Sr at a distorted geometry, computed with ωB97M-V/def2-TZVPD.

Charge ... -2
2S+1 ... 1

Structure (XYZ):
```
25
C8H13BN2Sr | the OMol25 dataset | ωB97M-V/def2-TZVPD
C -0.440 1.078 -2.529
C 0.984 1.223 -2.290
C 1.161 2.062 -1.121
C -0.156 2.433 -0.636
C -1.144 1.820 -1.504
Sr 0.093 0.084 -0.345
N -1.406 -1.440 -0.387
C -0.354 -2.371 -0.906
C 1.062 -1.801 -1.127
H 2.099 2.292 -0.645
H 1.772 0.739 -2.843
H -0.365 2.985 0.268
H -2.213 1.850 -1.364
H -0.894 0.453 -3.281
H 1.393 -1.773 -2.133
H -0.309 -3.193 -0.177
H -2.342 -1.637 -0.381
H 1.788 -2.063 -0.376
H -0.735 -2.742 -1.864
B 0.000 0.000 4.419
C -0.001 0.000 2.907
N 0.006 0.001 1.751
H 0.984 -0.568 4.855
H -0.984 -0.568 4.855
H 0.000 1.136 4.855
```

=====

# 16
A gas-phase ion, C6H11BrNO (charge +1) at a distorted geometry, computed with ωB97M-V/def2-TZVPD.

<S²> ... 2.006
Charge ... +1
2S+1 ... 3

Structure (XYZ):
```
20
C6H11BrNO | the OMol25 dataset | ωB97M-V/def2-TZVPD
C -2.021 0.706 0.100
C 1.386 -0.543 -1.082
C -0.192 -0.569 -1.129
C 1.693 0.593 -0.135
C -0.645 -0.070 0.212
C -0.550 -0.942 1.445
N 0.298 1.089 0.334
O -2.132 1.886 -0.006
Br -3.500 -0.572 -0.090
H 1.890 -1.520 -0.779
H 1.674 -0.291 -2.029
H -0.366 0.118 -1.862
H -0.764 -1.581 -1.269
H 2.379 0.279 0.734
H 2.185 1.430 -0.546
H -0.204 -0.183 2.317
H 0.177 -1.738 1.252
H -1.544 -1.353 1.707
H 0.251 1.525 1.257
H -0.015 1.734 -0.432
```

=====

E / hartree: -2916.92202, -816.45794, -906.59583, -400.84232, -2177.28621, -2155.03728, -270.44805, -614.47691, -1495.43137, -2228.28771, -678.50106, -628.58666, -1300.22663, -328.24987, -477.46969, -2938.75780